No. 1
The following is a quantum chemistry calculation of the molecule C5H6O, from the OMol25 dataset.

Geometry as XYZ:
```
12
Properties=species:S:1:pos:R:3:forces:R:3:nbo_charge:R:1
C 1.9933 -1.2297 0.6417 0.0 0.0 0.0 -0.469
C 1.1134 -0.4058 0.1485 -0.1 0.0 0.0 0.095
C 0.0753 0.2783 -0.2178 0.2 -0.3 0.2 -0.146
C -1.0692 -0.0005 -1.1611 0.0 -0.2 -0.3 -0.063
O -1.9102 0.8812 -0.3941 -0.2 0.1 0.0 -0.527
C -0.8461 1.2220 0.5137 0.1 0.2 0.3 -0.063
H 3.0599 -1.1543 0.4737 0.0 0.0 0.0 0.221
H 1.6208 -2.0393 1.2662 0.2 0.0 0.0 0.219
H -0.9853 0.3072 -2.2100 0.1 0.1 0.2 0.186
H -1.3934 -1.0483 -1.1138 -0.1 0.2 -0.1 0.180
H -1.0403 0.8947 1.5429 -0.1 0.1 -0.1 0.180
H -0.6180 2.2946 0.5100 0.0 -0.2 -0.1 0.186
```
Positions in Å, forces in eV/Å.

- ΔE to the lowest compared entry with this formula, charge and spin (kcal/mol) = 66.3
- orbital gap (eV) = 10.25
- net charge = 0
- HOMO level (eV) = -9.25
- E_LUMO (eV) = 1.0
- E (a.u.) = -269.2407
- structure (SMILES) = C=C=C1COC1



No. 2
The following is a quantum chemistry calculation of a structure of composition C5H6O, from the OMol25 dataset.

Geometry as XYZ:
```
12
Properties=species:S:1:pos:R:3:forces:R:3:nbo_charge:R:1
C -0.9656 0.3275 0.6073 -0.1 0.0 0.3 -0.410
C -0.3347 -0.8139 -0.2209 0.0 -0.3 0.0 0.072
O -0.4023 0.0304 -1.3873 0.0 0.0 -0.1 -0.512
C -0.1014 1.1063 -0.4516 0.1 0.5 -0.1 -0.093
C 1.2028 0.8504 0.2317 -0.3 -0.2 -0.2 0.174
C 1.1573 -0.6486 0.1283 0.1 0.0 0.1 -0.605
H -2.0247 0.4909 0.3966 0.2 0.0 0.0 0.235
H -0.7461 0.4142 1.6756 0.0 -0.1 -0.2 0.218
H -0.7854 -1.8005 -0.3464 0.1 0.2 0.0 0.202
H -0.3539 2.0965 -0.8257 0.0 -0.1 0.1 0.213
H 1.7674 -0.8420 -0.7693 0.0 -0.2 0.0 0.270
H 1.5866 -1.2112 0.9617 -0.1 0.2 0.0 0.236
```
Positions in Å, forces in eV/Å.

- ΔE to the lowest compared entry with this formula, charge and spin (kcal/mol) = 108.4
- orbital gap (eV) = 8.95
- net charge = 0
- HOMO level (eV) = -8.93
- E_LUMO (eV) = 0.0
- E (a.u.) = -269.1736



No. 3
The following is a quantum chemistry calculation of the molecule C5H6O, from the OMol25 dataset.

Geometry as XYZ:
```
12
Properties=species:S:1:pos:R:3:forces:R:3:nbo_charge:R:1
C -1.4243 0.4452 -0.1406 -0.6 0.1 0.0 -0.600
C -1.0336 -1.0668 -0.1370 0.1 0.3 0.1 -0.500
C 0.3735 -0.8674 -0.0118 1.1 -1.3 0.2 0.148
C 1.5095 -0.4929 0.1192 -0.4 0.1 0.1 -0.207
C 2.3935 0.6273 0.2737 0.3 0.2 0.1 0.373
O 1.9829 1.7088 0.6308 0.3 -0.2 0.0 -0.504
H -1.8668 0.7791 0.7944 -0.5 -0.4 0.0 0.222
H -0.5568 1.1263 -0.2053 -0.4 -0.5 -0.6 0.243
H -2.0989 0.5283 -0.9814 -0.3 0.8 0.0 0.215
H -1.2770 -1.5864 -1.0811 0.0 0.3 0.4 0.237
H -1.4426 -1.6433 0.7043 0.0 0.2 -0.3 0.246
H 3.4406 0.4417 0.0347 0.4 0.3 0.0 0.126
```
Positions in Å, forces in eV/Å.

- ΔE to the lowest compared entry with this formula, charge and spin (kcal/mol) = 60.5
- orbital gap (eV) = 10.31
- net charge = 0
- HOMO level (eV) = -9.88
- E_LUMO (eV) = 0.4
- E (a.u.) = -269.2499
- structure (SMILES) = CCC#CC=O



What did the second record say?
The following is a quantum chemistry calculation of a structure of composition C5H6O, from the OMol25 dataset.

Geometry as XYZ:
```
12
Properties=species:S:1:pos:R:3:forces:R:3:nbo_charge:R:1
C -0.9656 0.3275 0.6073 -0.1 0.0 0.3 -0.410
C -0.3347 -0.8139 -0.2209 0.0 -0.3 0.0 0.072
O -0.4023 0.0304 -1.3873 0.0 0.0 -0.1 -0.512
C -0.1014 1.1063 -0.4516 0.1 0.5 -0.1 -0.093
C 1.2028 0.8504 0.2317 -0.3 -0.2 -0.2 0.174
C 1.1573 -0.6486 0.1283 0.1 0.0 0.1 -0.605
H -2.0247 0.4909 0.3966 0.2 0.0 0.0 0.235
H -0.7461 0.4142 1.6756 0.0 -0.1 -0.2 0.218
H -0.7854 -1.8005 -0.3464 0.1 0.2 0.0 0.202
H -0.3539 2.0965 -0.8257 0.0 -0.1 0.1 0.213
H 1.7674 -0.8420 -0.7693 0.0 -0.2 0.0 0.270
H 1.5866 -1.2112 0.9617 -0.1 0.2 0.0 0.236
```
Positions in Å, forces in eV/Å.

- ΔE to the lowest compared entry with this formula, charge and spin (kcal/mol) = 108.4
- orbital gap (eV) = 8.95
- net charge = 0
- HOMO level (eV) = -8.93
- E_LUMO (eV) = 0.0
- E (a.u.) = -269.1736



Copy entry 1 word for word.
The following is a quantum chemistry calculation of the molecule C5H6O, from the OMol25 dataset.

Geometry as XYZ:
```
12
Properties=species:S:1:pos:R:3:forces:R:3:nbo_charge:R:1
C 1.9933 -1.2297 0.6417 0.0 0.0 0.0 -0.469
C 1.1134 -0.4058 0.1485 -0.1 0.0 0.0 0.095
C 0.0753 0.2783 -0.2178 0.2 -0.3 0.2 -0.146
C -1.0692 -0.0005 -1.1611 0.0 -0.2 -0.3 -0.063
O -1.9102 0.8812 -0.3941 -0.2 0.1 0.0 -0.527
C -0.8461 1.2220 0.5137 0.1 0.2 0.3 -0.063
H 3.0599 -1.1543 0.4737 0.0 0.0 0.0 0.221
H 1.6208 -2.0393 1.2662 0.2 0.0 0.0 0.219
H -0.9853 0.3072 -2.2100 0.1 0.1 0.2 0.186
H -1.3934 -1.0483 -1.1138 -0.1 0.2 -0.1 0.180
H -1.0403 0.8947 1.5429 -0.1 0.1 -0.1 0.180
H -0.6180 2.2946 0.5100 0.0 -0.2 -0.1 0.186
```
Positions in Å, forces in eV/Å.

- ΔE to the lowest compared entry with this formula, charge and spin (kcal/mol) = 66.3
- orbital gap (eV) = 10.25
- net charge = 0
- HOMO level (eV) = -9.25
- E_LUMO (eV) = 1.0
- E (a.u.) = -269.2407
- structure (SMILES) = C=C=C1COC1